12 unconnected molecules or ions with the total composition C26H80N4O16, computed with ωB97M-V/def2-TZVPD.

Orbital gap, hartree: 0.319
Spin multiplicity: 1
SMILES: COCCNCCOC.COCCNCCOC.COCCNCCOC.COCCNCCOC.CO.CO.O.O.O.O.O.O
LUMO energy, eV: 0.11
Net charge: 0
F_max, eV Å⁻¹: 2.509

Bonds (Å) are listed after each position.
Cartesian coordinates (Å):
1 C 1.11 -13.33 -20.63  O2 1.392, H10 1.110, H11 1.092, H12 1.097
2 O 1.71 -12.23 -20.02  C1 1.392, C3 1.397
3 C 3.05 -12.47 -19.70  O2 1.397, C4 1.491, H13 1.106, H14 1.105
4 C 3.73 -11.31 -19.07  C3 1.491, N5 1.462, H15 1.095, H16 1.118
5 N 4.19 -10.32 -20.05  C4 1.462, C6 1.454, H17 1.011
6 C 3.06 -9.61 -20.62  N5 1.454, C7 1.507, H18 1.126, H19 1.095
7 C 3.44 -8.37 -21.39  C6 1.507, O8 1.389, H20 1.099, H21 1.108
8 O 4.27 -7.59 -20.60  C7 1.389, C9 1.382
9 C 4.77 -6.49 -21.28  O8 1.382, H22 1.109, H23 1.104, H24 1.085
10 H 1.50 -13.51 -21.66  C1 1.110
11 H 0.05 -13.12 -20.77  C1 1.092
12 H 1.25 -14.26 -20.06  C1 1.097
13 H 3.58 -12.75 -20.63  C3 1.106
14 H 3.17 -13.35 -19.05  C3 1.105
15 H 4.60 -11.70 -18.54  C4 1.095
16 H 3.09 -10.85 -18.28  C4 1.118
17 H 4.83 -9.63 -19.68  N5 1.011
18 H 2.38 -9.28 -19.78  C6 1.126
19 H 2.39 -10.25 -21.21  C6 1.095
20 H 2.55 -7.79 -21.68  C7 1.099
21 H 3.97 -8.64 -22.32  C7 1.108
22 H 3.99 -5.74 -21.48  C9 1.109
23 H 5.16 -6.79 -22.27  C9 1.104
24 H 5.55 -6.01 -20.70  C9 1.085
25 C -9.12 -13.67 -18.13  O26 1.384, H34 1.097, H35 1.103, H36 1.093
26 O -7.75 -13.87 -18.05  C25 1.384, C27 1.446
27 C -7.08 -13.77 -19.33  O26 1.446, C28 1.506, H37 1.096, H38 1.100
28 C -5.66 -14.24 -19.12  C27 1.506, N29 1.419, H39 1.103, H40 1.089
29 N -5.50 -15.29 -18.19  C28 1.419, C30 1.447, H41 1.017
30 C -5.93 -16.58 -18.68  N29 1.447, C31 1.504, H42 1.090, H43 1.102
31 C -6.01 -17.54 -17.52  C30 1.504, O32 1.403, H44 1.097, H45 1.107
32 O -6.97 -17.05 -16.62  C31 1.403, C33 1.413
33 C -6.99 -17.78 -15.42  O32 1.413, H46 1.092, H47 1.091, H48 1.102
34 H -9.61 -14.46 -18.71  C25 1.097
35 H -9.39 -12.68 -18.54  C25 1.103
36 H -9.52 -13.69 -17.12  C25 1.093
37 H -7.09 -12.71 -19.62  C27 1.096
38 H -7.63 -14.38 -20.05  C27 1.100
39 H -5.14 -13.38 -18.68  C28 1.103
40 H -5.13 -14.45 -20.04  C28 1.089
41 H -6.00 -15.11 -17.33  N29 1.017
42 H -5.16 -16.95 -19.35  C30 1.090
43 H -6.94 -16.57 -19.13  C30 1.102
44 H -5.03 -17.67 -17.05  C31 1.097
45 H -6.39 -18.51 -17.90  C31 1.107
46 H -7.68 -17.27 -14.74  C33 1.092
47 H -6.01 -17.83 -14.94  C33 1.091
48 H -7.42 -18.78 -15.59  C33 1.102
49 C -0.38 -5.47 -12.41  O50 1.428, H58 1.101, H59 1.101, H60 1.088
50 O 0.64 -6.46 -12.47  C49 1.428, C51 1.405
51 C 0.25 -7.55 -13.27  O50 1.405, C52 1.496, H61 1.108, H62 1.099
52 C 1.47 -8.40 -13.48  C51 1.496, N53 1.460, H63 1.105, H64 1.098
53 N 2.38 -7.79 -14.45  C52 1.460, C54 1.421, H65 1.020
54 C 3.45 -8.67 -14.75  N53 1.421, C55 1.436, H66 1.108, H67 1.089
55 C 4.39 -8.00 -15.60  C54 1.436, O56 1.437, H68 1.102, H69 1.101
56 O 3.70 -7.54 -16.77  C55 1.437, C57 1.358
57 C 4.51 -6.65 -17.40  O56 1.358, H70 1.105, H71 1.107, H72 1.089
58 H -1.31 -5.86 -11.97  C49 1.101
59 H -0.59 -5.06 -13.41  C49 1.101
60 H -0.04 -4.65 -11.77  C49 1.088
61 H -0.10 -7.19 -14.25  C51 1.108
62 H -0.50 -8.15 -12.74  C51 1.099
63 H 1.16 -9.41 -13.80  C52 1.105
64 H 1.95 -8.47 -12.50  C52 1.098
65 H 1.80 -7.63 -15.28  N53 1.020
66 H 3.11 -9.60 -15.25  C54 1.108
67 H 3.94 -8.92 -13.81  C54 1.089
68 H 5.22 -8.64 -15.94  C55 1.102
69 H 4.78 -7.12 -15.07  C55 1.101
70 H 5.48 -7.08 -17.68  C57 1.105
71 H 4.69 -5.74 -16.79  C57 1.107
72 H 4.06 -6.27 -18.32  C57 1.089
73 C -1.18 -7.09 -22.49  O74 1.424, H82 1.097, H83 1.095, H84 1.115
74 O -1.89 -7.84 -23.47  C73 1.424, C75 1.390
75 C -1.91 -9.20 -23.22  O74 1.390, C76 1.530, H85 1.096, H86 1.108
76 C -2.86 -9.86 -24.22  C75 1.530, N77 1.483, H87 1.096, H88 1.098
77 N -2.84 -11.33 -24.03  C76 1.483, C78 1.472, H89 1.035
78 C -3.79 -11.97 -24.95  N77 1.472, C79 1.480, H90 1.094, H91 1.088
79 C -3.34 -12.07 -26.35  C78 1.480, O80 1.391, H92 1.102, H93 1.106
80 O -3.47 -10.85 -27.00  C79 1.391, C81 1.385
81 C -2.89 -10.87 -28.26  O80 1.385, H94 1.108, H95 1.101, H96 1.087
82 H -1.27 -7.46 -21.46  C73 1.097
83 H -1.52 -6.05 -22.53  C73 1.095
84 H -0.09 -7.05 -22.72  C73 1.115
85 H -2.27 -9.42 -22.20  C75 1.096
86 H -0.90 -9.65 -23.33  C75 1.108
87 H -2.63 -9.55 -25.25  C76 1.096
88 H -3.88 -9.52 -24.00  C76 1.098
89 H -1.93 -11.67 -24.40  N77 1.035
90 H -4.69 -11.34 -24.92  C78 1.094
91 H -4.03 -12.98 -24.61  C78 1.088
92 H -4.00 -12.81 -26.84  C79 1.102
93 H -2.30 -12.46 -26.36  C79 1.106
94 H -3.20 -11.76 -28.84  C81 1.108
95 H -1.79 -10.90 -28.20  C81 1.101
96 H -3.22 -10.01 -28.83  C81 1.087
97 C -3.50 -10.78 -19.04  O98 1.421, H99 1.089, H100 1.099, H101 1.096
98 O -2.80 -11.60 -19.96  C97 1.421, H102 0.988
99 H -4.08 -11.39 -18.35  C97 1.089
100 H -2.84 -10.11 -18.48  C97 1.099
101 H -4.20 -10.12 -19.56  C97 1.096
102 H -1.95 -11.17 -20.23  O98 0.988
103 C -5.83 -9.98 -22.05  O104 1.421, H105 1.098, H106 1.094, H107 1.089
104 O -6.88 -10.53 -21.27  C103 1.421, H108 0.961
105 H -4.86 -10.43 -21.81  C103 1.098
106 H -6.03 -10.08 -23.12  C103 1.094
107 H -5.78 -8.92 -21.81  C103 1.089
108 H -7.19 -11.34 -21.67  O104 0.961
109 O -4.32 -12.36 -15.39  H110 0.972, H111 0.970
110 H -4.30 -12.19 -14.43  O109 0.972
111 H -3.42 -12.68 -15.61  O109 0.970
112 O -6.28 -7.21 -19.68  H113 0.966, H114 0.998
113 H -7.21 -7.07 -19.89  O112 0.966
114 H -6.26 -8.08 -19.19  O112 0.998
115 O -6.79 -11.73 -16.53  H116 1.002, H117 1.009
116 H -5.97 -12.03 -16.05  O115 1.002
117 H -7.07 -12.52 -17.09  O115 1.009
118 O -3.54 -13.46 -22.08  H119 0.985, H120 0.992
119 H -3.39 -12.89 -21.29  O118 0.985
120 H -3.12 -12.95 -22.82  O118 0.992
121 O -6.49 -9.80 -18.54  H122 1.007, H123 0.988
122 H -6.49 -10.39 -17.72  O121 1.007
123 H -6.78 -10.39 -19.27  O121 0.988
124 O -0.36 -10.20 -20.28  H125 0.988, H126 0.970
125 H 0.30 -10.86 -19.97  O124 0.988
126 H -0.21 -9.41 -19.73  O124 0.970

Löwdin population analysis, charges in e, atoms 1 to 8:
1 C -0.102
2 O -0.232
3 C -0.246
4 C -0.211
5 N -0.040
6 C -0.218
7 C -0.235
8 O -0.206

11 unconnected molecules or ions with the total composition C26H80N6O11, computed with ωB97M-V/def2-TZVPD.

Orbital gap, hartree: 0.312
Spin multiplicity: 1
SMILES: COC[C@H](C)N.COC[C@H](C)N.COC[C@H](C)N.COC[C@H](C)N.COC[C@H](C)N.COC[C@H](C)N.CCO.O.O.O.O
LUMO energy, eV: 0.39
Energy relative to the best compared isomer or geometry (same formula, charge and spin), kcal per mole: 58.1
Net charge: 0
F_max, eV Å⁻¹: 2.589

Bonds (Å) are listed after each position.
Cartesian coordinates (Å):
1 C 9.18 18.15 11.44  C2 1.532, H7 1.090, H8 1.090, H9 1.090
2 C 9.02 16.63 11.41  C1 1.532, C3 1.550, N6 1.464, H10 1.090
3 C 9.50 16.04 12.76  C2 1.550, O4 1.521, H11 1.090, H12 1.090
4 O 10.86 16.57 13.17  C3 1.521, C5 1.458
5 C 11.91 15.98 12.35  O4 1.458, H13 1.090, H14 1.090, H15 1.090
6 N 7.64 16.33 11.04  C2 1.464, H16 1.010, H17 1.010
7 H 10.23 18.45 11.49  C1 1.090
8 H 8.69 18.62 12.30  C1 1.090
9 H 8.80 18.57 10.51  C1 1.090
10 H 9.74 16.29 10.66  C2 1.090
11 H 9.60 14.95 12.75  C3 1.090
12 H 8.91 16.37 13.62  C3 1.090
13 H 12.90 16.20 12.75  C5 1.090
14 H 11.87 16.45 11.37  C5 1.090
15 H 11.77 14.91 12.20  C5 1.090
16 H 7.40 16.53 10.07  N6 1.010
17 H 7.06 17.06 11.42  N6 1.010
18 C 9.82 14.31 17.25  C19 1.566, H24 1.090, H25 1.090, H26 1.090
19 C 11.14 15.09 17.60  C18 1.566, C20 1.542, N23 1.475, H27 1.090
20 C 12.19 15.05 16.48  C19 1.542, O21 1.370, H28 1.090, H29 1.090
21 O 12.64 13.80 16.14  C20 1.370, C22 1.454
22 C 13.81 13.76 15.29  O21 1.454, H30 1.090, H31 1.090, H32 1.090
23 N 10.84 16.51 17.82  C19 1.475, H33 1.010, H34 1.010
24 H 9.21 14.38 18.16  C18 1.090
25 H 10.12 13.27 17.13  C18 1.090
26 H 9.36 14.65 16.33  C18 1.090
27 H 11.61 14.78 18.54  C19 1.090
28 H 13.07 15.61 16.80  C20 1.090
29 H 11.80 15.63 15.65  C20 1.090
30 H 14.72 14.05 15.83  C22 1.090
31 H 13.77 14.47 14.46  C22 1.090
32 H 13.99 12.79 14.83  C22 1.090
33 H 11.70 16.84 18.23  N23 1.010
34 H 10.91 16.93 16.91  N23 1.010
35 C 10.33 12.48 10.34  C36 1.539, H41 1.090, H42 1.090, H43 1.090
36 C 11.47 12.37 9.31  C35 1.539, C37 1.574, N40 1.441, H44 1.090
37 C 12.15 13.77 9.07  C36 1.574, O38 1.408, H45 1.090, H46 1.090
38 O 11.27 14.72 8.52  C37 1.408, C39 1.389
39 C 10.80 14.52 7.23  O38 1.389, H47 1.090, H48 1.090, H49 1.090
40 N 12.34 11.30 9.74  C36 1.441, H50 1.010, H51 1.010
41 H 10.63 12.68 11.36  C35 1.090
42 H 9.72 11.59 10.24  C35 1.090
43 H 9.64 13.29 10.09  C35 1.090
44 H 11.11 11.99 8.35  C36 1.090
45 H 12.98 13.56 8.40  C37 1.090
46 H 12.53 14.10 10.04  C37 1.090
47 H 10.46 15.49 6.85  C39 1.090
48 H 9.91 13.90 7.19  C39 1.090
49 H 11.64 14.10 6.67  C39 1.090
50 H 12.99 11.23 8.97  N40 1.010
51 H 11.77 10.47 9.76  N40 1.010
52 C 12.94 11.62 18.18  C53 1.473, H58 1.090, H59 1.090, H60 1.090
53 C 12.74 10.27 18.73  C52 1.473, C54 1.505, N57 1.450, H61 1.090
54 C 12.34 9.26 17.68  C53 1.505, O55 1.459, H62 1.090, H63 1.090
55 O 11.88 7.98 18.22  C54 1.459, C56 1.449
56 C 11.68 6.93 17.24  O55 1.449, H64 1.090, H65 1.090, H66 1.090
57 N 13.97 9.86 19.37  C53 1.450, H67 1.010, H68 1.010
58 H 13.62 11.53 17.34  C52 1.090
59 H 13.31 12.38 18.86  C52 1.090
60 H 12.01 11.97 17.74  C52 1.090
61 H 11.96 10.42 19.48  C53 1.090
62 H 13.19 9.08 17.03  C54 1.090
63 H 11.47 9.66 17.15  C54 1.090
64 H 12.64 6.50 16.96  C56 1.090
65 H 11.18 7.27 16.33  C56 1.090
66 H 11.06 6.21 17.76  C56 1.090
67 H 13.71 9.08 19.97  N57 1.010
68 H 14.33 10.54 20.02  N57 1.010
69 C 8.18 8.40 11.53  C70 1.547, H75 1.090, H76 1.090, H77 1.090
70 C 6.91 8.94 10.84  C69 1.547, C71 1.610, N74 1.448, H78 1.090
71 C 7.05 9.15 9.25  C70 1.610, O72 1.440, H79 1.090, H80 1.090
72 O 8.29 9.82 8.94  C71 1.440, C73 1.439
73 C 8.31 10.50 7.68  O72 1.439, H81 1.090, H82 1.090, H83 1.090
74 N 5.87 8.00 11.18  C70 1.448, H84 1.010, H85 1.010
75 H 8.89 9.22 11.63  C69 1.090
76 H 8.57 7.49 11.07  C69 1.090
77 H 7.89 8.18 12.56  C69 1.090
78 H 6.53 9.89 11.22  C70 1.090
79 H 6.19 9.64 8.79  C71 1.090
80 H 7.08 8.18 8.76  C71 1.090
81 H 7.66 11.36 7.82  C73 1.090
82 H 7.80 9.85 6.97  C73 1.090
83 H 9.29 10.86 7.35  C73 1.090
84 H 6.08 7.08 10.81  N74 1.010
85 H 5.10 8.18 10.55  N74 1.010
86 C 14.63 10.19 14.12  C87 1.516, H92 1.090, H93 1.090, H94 1.090
87 C 13.58 10.10 13.03  C86 1.516, C88 1.558, N91 1.464, H95 1.090
88 C 12.28 9.36 13.47  C87 1.558, O89 1.454, H96 1.090, H97 1.090
89 O 12.42 7.92 13.41  C88 1.454, C90 1.432
90 C 12.06 7.32 12.16  O89 1.432, H98 1.090, H99 1.090, H100 1.090
91 N 13.41 11.40 12.37  C87 1.464, H101 1.010, H102 1.010
92 H 15.29 11.06 14.04  C86 1.090
93 H 15.29 9.34 14.25  C86 1.090
94 H 14.08 10.36 15.04  C86 1.090
95 H 14.08 9.42 12.33  C87 1.090
96 H 11.48 9.78 12.85  C88 1.090
97 H 12.01 9.71 14.47  C88 1.090
98 H 12.73 7.54 11.34  C90 1.090
99 H 11.02 7.52 11.91  C90 1.090
100 H 12.04 6.25 12.40  C90 1.090
101 H 12.50 11.72 12.68  N91 1.010
102 H 13.29 11.34 11.37  N91 1.010
103 C 9.15 11.20 13.57  C104 1.530, H106 1.090, H107 1.090, H108 1.090
104 C 9.98 11.95 14.61  C103 1.530, O105 1.426, H109 1.090, H110 1.090
105 O 11.29 12.23 14.14  C104 1.426, H111 0.960
106 H 8.96 11.81 12.69  C103 1.090
107 H 8.23 10.82 14.01  C103 1.090
108 H 9.54 10.22 13.31  C103 1.090
109 H 10.09 11.39 15.54  C104 1.090
110 H 9.57 12.91 14.93  C104 1.090
111 H 11.77 12.78 14.76  O105 0.960
112 O 6.94 14.34 15.19  H113 0.957, H114 0.957
113 H 6.81 13.57 15.74  O112 0.957
114 H 6.68 15.08 15.74  O112 0.957
115 O 6.07 9.92 15.05  H116 0.957, H117 0.957
116 H 5.62 9.15 14.70  O115 0.957
117 H 5.70 10.66 14.56  O115 0.957
118 O 5.51 11.79 12.70  H119 0.957, H120 0.957
119 H 5.32 11.79 11.76  O118 0.957
120 H 6.14 12.50 12.82  O118 0.957
121 O 7.00 14.07 12.53  H122 0.957, H123 0.957
122 H 7.24 14.85 12.03  O121 0.957
123 H 7.13 14.32 13.44  O121 0.957

Löwdin population analysis, charges in e, atoms 1 to 8:
1 C -0.064
2 C -0.401
3 C -0.121
4 O -0.222
5 C -0.092
6 N 0.032
7 H 0.074
8 H 0.086